Entry 1:
# C13H23CdINP

A structure of composition C13H23CdINP in a non-equilibrium geometry (ωB97M-V/def2-TZVPD, the OMol25 dataset).

Positions of all 40 atoms, in Å:
C -0.548 -3.086 1.928
C 0.044 -1.959 2.489
C -0.087 -0.686 1.900
C -0.815 -0.584 0.736
C -1.415 -1.691 0.151
C -1.300 -2.940 0.770
C 0.538 0.511 2.565
C 1.057 1.666 1.656
N 2.226 1.370 0.921
Cd -1.301 1.435 0.066
C -2.124 -1.555 -1.182
P -1.402 -0.076 -2.044
H 0.625 -2.033 3.408
H -1.771 -3.802 0.290
H -0.406 -4.070 2.382
H -3.202 -1.373 -1.058
H -2.010 -2.441 -1.834
H -0.202 0.969 3.238
H 1.358 0.174 3.217
H 0.329 2.179 0.939
C -2.344 0.061 -3.597
C 0.199 -0.794 -2.544
H 1.312 2.488 2.356
C 2.567 0.111 0.336
C 3.065 2.481 0.593
H -2.177 2.913 -1.021
H 3.672 0.098 0.230
H 2.234 -0.743 0.936
H 2.126 0.028 -0.672
H 4.103 2.148 0.464
H 2.739 2.942 -0.355
H 3.001 3.251 1.382
H 0.011 -1.609 -3.258
H 0.776 -0.004 -3.041
H 0.734 -1.181 -1.667
H -2.348 -0.898 -4.138
H -3.381 0.366 -3.389
H -1.848 0.811 -4.229
H -1.404 3.085 -1.165
I -2.630 2.442 2.240

Forces on atoms 1 to 2 (eV/Å):
0.0 0.2 0.1
0.2 0.5 0.2

Results
HOMO energy = -7.411 eV
Calculated total energy = -37295.9558 eV
Strongest force on any atom = 1.78 eV/Å

In the Mulliken picture, each atom carries the following charge in e:
1. C -0.843
2. C -0.591
3. C 0.637
4. C 0.472
5. C 1.028
6. C -0.602
7. C -1.466
8. C -0.087
9. N 0.150
10. Cd -0.291
11. C -1.161
12. P 0.505
13. H 0.364
14. H 0.386
15. H 0.361
16. H 0.433
17. H 0.461
18. H 0.437
19. H 0.327
20. H -0.166
21. C -1.166
22. C -1.247
23. H 0.368
24. C -0.714
25. C -0.950
26. H 0.054
27. H 0.385
28. H 0.260
29. H 0.058
30. H 0.274
31. H 0.322
32. H 0.278
33. H 0.414
34. H 0.363
35. H 0.314
36. H 0.353
37. H 0.353
38. H 0.380
39. H 0.053
40. I -0.506



Entry 2:
# C3H6O2S

The ion C3H6O2S with charge +1 (ωB97M-V/def2-TZVPD, the OMol25 dataset).

Positions of all 12 atoms, in Å:
O -0.514 -1.315 1.484
C 0.402 -0.669 1.052
O 1.225 0.071 1.793
C 0.664 -0.528 -0.435
C -0.469 0.273 -1.128
S -1.572 1.080 0.048
H 1.153 -0.179 2.732
H 1.608 -0.044 -0.594
H 0.668 -1.525 -0.855
H -1.124 -0.397 -1.696
H -0.067 1.069 -1.742
H -1.975 2.163 -0.657

Forces on atoms 1 to 2 (eV/Å):
0.0 0.0 -0.1
-0.1 -0.2 0.2

Results
2S+1 = 2
HOMO energy (spin up / spin down) = -15.147 / -15.080 eV
Calculated total energy = -18129.3821 eV
Net charge = +1
Strongest force on any atom = 0.79 eV/Å

In the Mulliken picture, each atom carries the following charge in e:
1. O -0.486
2. C 0.403
3. O -0.410
4. C -0.391
5. C -0.502
6. S 0.249
7. H 0.368
8. H 0.324
9. H 0.290
10. H 0.417
11. H 0.424
12. H 0.313



Entry 3:
# C4H10FIN

The ion C4H10FIN with charge +1 in a non-equilibrium geometry (ωB97M-V/def2-TZVPD, the OMol25 dataset).

Positions of all 17 atoms, in Å:
C -2.114 -1.675 -2.024
C 1.208 1.663 -0.676
C -0.808 1.440 0.731
C -1.603 -1.487 -0.637
N 0.185 0.769 -0.163
F -1.914 -2.417 0.253
I -2.826 0.635 0.436
H -1.444 -2.248 -2.520
H -2.095 -0.736 -2.690
H -3.176 -2.096 -2.137
H 1.678 2.218 0.024
H 2.002 1.016 -1.168
H 0.596 2.366 -1.295
H -0.551 1.114 1.741
H -0.958 2.498 0.641
H -0.342 0.335 -0.878
H 0.573 0.034 0.335

Forces on atoms 1 to 2 (eV/Å):
-4.5 2.3 0.5
-0.7 -1.2 -3.8

Results
HOMO energy = -12.178 eV
Calculated total energy = -16607.3437 eV
Net charge = +1
Strongest force on any atom = 5.08 eV/Å

In the Mulliken picture, each atom carries the following charge in e:
1. C -0.888
2. C -0.892
3. C -0.786
4. C -0.168
5. N 0.016
6. F -0.148
7. I 0.255
8. H 0.400
9. H 0.240
10. H 0.337
11. H 0.413
12. H 0.318
13. H 0.386
14. H 0.431
15. H 0.479
16. H 0.256
17. H 0.350